ORCA calculation (wB97M-V/def2-TZVPD) on a single C13H14F5O4PS molecule in a non-equilibrium geometry.

Last column: natural (NBO) charge in e.
Cartesian coordinates (Å):
C 3.668 -1.704 0.835  -0.9881
P 3.417 -1.233 -0.912  1.0689
O 1.921 -1.897 -1.211  -0.9874
C 3.024 0.610 -0.990  -0.8219
C 1.574 0.925 -1.411  -0.4050
C 0.547 0.624 -0.318  -0.3237
C -0.672 1.556 -0.375  0.6997
F -0.596 2.500 0.604  -0.3362
F -0.662 2.259 -1.546  -0.3428
C -2.018 0.865 -0.275  -0.0998
C -3.128 1.409 -0.933  -0.1566
C -4.364 0.773 -0.853  -0.2083
C -4.529 -0.403 -0.128  -0.1848
C -3.432 -0.936 0.540  -0.0779
C -3.524 -2.197 1.343  0.9622
F -4.589 -2.923 1.037  -0.3140
F -3.565 -1.934 2.653  -0.3203
F -2.447 -2.976 1.155  -0.3258
C -2.194 -0.299 0.466  -0.2021
C 1.157 0.559 1.073  -0.0849
O 2.104 1.597 1.339  -0.6880
S 3.422 1.616 0.438  2.3866
O 3.563 2.962 -0.033  -0.9290
O 4.538 1.076 1.150  -0.9289
H 3.451 -0.945 1.577  0.2466
H 3.017 -2.553 1.039  0.2473
H 4.688 -2.035 0.983  0.2560
H 1.982 -2.328 -2.065  0.5022
H 3.668 1.026 -1.754  0.2838
H 1.330 0.318 -2.275  0.2324
H 1.565 1.966 -1.711  0.2530
H 0.180 -0.377 -0.517  0.2529
H -3.021 2.319 -1.497  0.2351
H -5.211 1.193 -1.375  0.2231
H -5.475 -0.915 -0.080  0.2318
H -1.350 -0.732 0.981  0.2220
H 1.578 -0.432 1.222  0.1975
H 0.384 0.668 1.824  0.2243

**HOMO energy**: -0.3386 hartree
**DFT total energy**: -2043.63441 a.u.
**LUMO**: 0.25 eV
**Gap between HOMO and LUMO**: 9.5 eV



ORCA calculation (wB97M-V/def2-TZVPD) on a single C13H14FN3OS molecule.

Last column: natural (NBO) charge in e.
Cartesian coordinates (Å):
F -2.897 0.668 -0.023  -0.3244
C -2.492 -0.220 0.911  0.4203
C -3.042 -0.135 2.175  -0.2812
C -2.666 -1.057 3.136  -0.1768
C -1.760 -2.057 2.819  -0.2260
C -1.217 -2.131 1.551  -0.1359
C -1.563 -1.199 0.573  -0.1738
C -0.971 -1.314 -0.755  0.3537
N -0.902 -2.443 -1.394  -0.2528
N -0.268 -2.168 -2.552  -0.3773
C 0.085 -0.861 -2.638  0.2255
S 0.898 -0.119 -3.853  -0.2727
N -0.397 -0.298 -1.478  -0.3731
C -0.065 1.039 -1.074  -0.2713
C 0.885 1.022 0.146  0.0904
C 1.644 2.348 0.260  -0.4243
C 2.838 2.120 -0.673  -0.4430
C 2.954 0.586 -0.753  -0.0861
O 1.882 0.039 0.006  -0.5300
H -3.760 0.642 2.387  0.2344
H -3.087 -0.997 4.127  0.2213
H -1.475 -2.782 3.566  0.2219
H -0.511 -2.903 1.293  0.2352
H -0.082 -2.886 -3.231  0.4287
H 0.437 1.489 -1.936  0.2517
H -0.965 1.612 -0.846  0.2275
H 0.320 0.767 1.049  0.1948
H 1.979 2.486 1.288  0.2147
H 1.033 3.199 -0.031  0.2153
H 2.647 2.536 -1.661  0.2146
H 3.747 2.571 -0.283  0.2187
H 3.879 0.206 -0.313  0.1838
H 2.890 0.239 -1.791  0.1961

**HOMO energy**: -0.2897 hartree
**DFT total energy**: -1241.35019 a.u.
**LUMO**: 0.56 eV
**Gap between HOMO and LUMO**: 8.4 eV



ORCA calculation (wB97M-V/def2-TZVPD) on a molecular structure, C13H14IN3NiS in a non-equilibrium geometry.

Last column: Mulliken spin population.
Cartesian coordinates (Å):
C 2.695 -0.661 1.994  0.0687
C 1.230 -0.532 2.783  -0.0222
H 2.770 -0.868 0.897  0.0338
H 3.166 -1.535 2.452  -0.0034
H 3.274 0.239 2.208  0.0045
H 0.242 -0.575 2.271  0.0335
H 1.204 -1.385 3.467  0.0073
H 1.249 0.403 3.349  0.0018
C 1.537 -0.271 -2.166  -0.0066
C 1.215 -0.278 -3.524  0.0022
C -0.131 -0.295 -3.897  -0.0036
C -1.104 -0.253 -2.901  0.0028
H 2.570 -0.283 -1.814  0.0011
H 2.020 -0.281 -4.254  0.0010
H -0.421 -0.334 -4.946  -0.0006
H -2.167 -0.280 -3.129  0.0005
N 0.592 -0.260 -1.204  0.0667
C -0.721 -0.165 -1.554  -0.0066
C -1.694 0.061 -0.466  0.0023
N -1.245 -0.052 0.802  0.0543
C -2.037 0.222 1.839  0.0033
C -3.871 0.719 0.369  -0.0018
C -3.371 0.608 1.669  0.0015
H -1.599 0.131 2.834  0.0020
H -3.971 0.807 2.553  0.0003
C -3.025 0.454 -0.707  0.0012
H -3.352 0.559 -1.739  0.0001
H -4.905 1.011 0.196  -0.0003
Ni 1.169 -0.536 0.898  1.4809
I 0.846 -2.967 0.445  0.1324
S 1.221 1.739 0.753  0.1228
C 2.764 2.241 0.392  -0.0248
N 3.848 2.614 0.128  0.0451

**HOMO energy (alpha / beta)**: -0.2922 / -0.2992 hartree
**DFT total energy**: -2872.18930 a.u.
**2S+1**: 3
**LUMO (alpha / beta)**: -0.77 / -0.77 eV
**Gap between HOMO and LUMO (alpha / beta)**: 7.2 / 7.4 eV



ORCA calculation (wB97M-V/def2-TZVPD) on a single C13H14NP molecule in a non-equilibrium geometry.

Last column: natural (NBO) charge in e.
Cartesian coordinates (Å):
C 0.554 1.822 -1.898  -0.8978
P -0.045 1.315 0.031  1.7442
N 0.058 2.412 1.158  -1.3235
C -1.574 0.384 -0.054  -0.4485
C -2.031 0.167 1.267  -0.1944
C -3.088 -0.700 1.461  -0.2271
C -3.670 -1.311 0.342  -0.1864
C -3.263 -1.072 -0.926  -0.2422
C -2.239 -0.214 -1.148  -0.1585
C 1.260 0.146 0.243  -0.4057
C 1.215 -1.252 0.381  -0.1822
C 2.408 -1.940 0.477  -0.2105
C 3.691 -1.340 0.424  -0.1807
C 3.689 0.035 0.158  -0.2142
C 2.528 0.756 0.144  -0.1570
H 1.532 2.206 -1.619  0.2223
H 0.528 0.908 -2.504  0.2206
H -0.099 2.494 -2.494  0.2271
H -0.664 3.098 1.379  0.3933
H -1.450 0.845 2.000  0.2653
H -3.389 -0.964 2.494  0.2255
H -4.519 -2.101 0.442  0.2195
H -3.948 -1.384 -1.798  0.2239
H -1.957 0.031 -2.280  0.2235
H 0.316 -1.669 0.734  0.2198
H 2.385 -2.910 0.934  0.2078
H 4.564 -1.957 0.409  0.2170
H 4.629 0.465 0.374  0.2123
H 2.580 1.731 -0.127  0.2064

**HOMO energy**: -0.3111 hartree
**DFT total energy**: -899.79144 a.u.
**LUMO**: 0.67 eV
**Gap between HOMO and LUMO**: 9.1 eV



ORCA calculation (wB97M-V/def2-TZVPD) on 2 unconnected molecules or ions with the total composition C13H15Br2N3O2 in a non-equilibrium geometry.

Last column: natural (NBO) charge in e.
Cartesian coordinates (Å):
H 4.222 -1.792 -0.136  0.3477
N 3.299 -1.527 -0.547  -0.6149
C 3.275 -1.863 -1.832  0.1168
C 1.945 -1.521 -2.650  -0.5178
C 1.072 -0.328 -1.997  0.1982
C 1.751 1.009 -1.569  0.0144
N 1.114 2.143 -0.983  -0.3653
C -0.293 1.859 -0.855  0.0797
C -1.195 3.008 -0.233  -0.1973
C -2.747 2.863 -0.073  -0.2296
C -3.486 1.550 -0.518  -0.0453
C -5.062 1.279 -0.388  -0.1282
O -5.479 0.201 -1.291  -0.2782
O -5.439 -0.939 -0.523  -0.4673
C -2.586 0.416 -1.112  -0.2279
C -1.021 0.567 -1.300  0.2101
N -0.330 -0.556 -1.881  -0.4148
H 4.162 -2.401 -2.349  0.1779
H 2.133 -1.359 -3.781  0.2404
H 1.278 -2.470 -2.597  0.2592
H 2.892 1.088 -1.733  0.2188
H -0.755 4.010 0.133  0.2388
H -3.394 3.707 0.351  0.2253
H -5.713 2.215 -0.523  0.2155
H -5.234 0.861 0.676  0.2241
H -5.556 -1.714 -1.127  0.4742
H -3.068 -0.579 -1.431  0.2430
Br 5.080 -1.484 2.934  -0.0254
C 3.646 -1.278 4.239  -0.4419
C 2.292 -1.319 3.575  -0.4556
Br 1.895 0.363 2.673  0.0001
H 3.836 -0.348 4.776  0.2334
H 3.764 -2.118 4.924  0.2267
H 1.502 -1.435 4.319  0.2286
H 2.201 -2.109 2.829  0.2362

**HOMO energy**: -0.3026 hartree
**DFT total energy**: -5966.80763 a.u.
**LUMO**: -0.53 eV
**Gap between HOMO and LUMO**: 7.7 eV



ORCA calculation (wB97M-V/def2-TZVPD) on a single C13H15BrN4O3S2 molecule.

Last column: natural (NBO) charge in e.
Cartesian coordinates (Å):
C -4.114 2.362 -0.045  -0.4206
N -3.280 2.717 1.068  -0.1204
N -3.813 3.189 2.179  -0.2424
C -2.813 3.407 3.015  -0.0664
C -1.596 3.045 2.434  -0.3079
C -1.934 2.587 1.166  0.0101
C -1.096 2.186 0.020  0.6592
O -1.316 2.605 -1.105  -0.6197
N -0.024 1.392 0.292  -0.4260
C 0.120 0.543 1.452  -0.2262
C -0.154 -0.912 1.057  -0.2456
N 0.744 -1.289 -0.017  -0.6745
S 0.729 -2.929 -0.373  2.3382
O 0.710 -3.640 0.867  -0.9255
O -0.241 -3.245 -1.377  -0.9293
C 2.337 -3.095 -1.097  -0.5734
C 2.660 -3.513 -2.353  -0.1839
C 4.051 -3.536 -2.579  -0.2955
C 4.742 -3.132 -1.475  -0.3065
Br 6.598 -2.996 -1.321  0.1341
S 3.712 -2.722 -0.142  0.5292
C 0.569 -0.456 -1.190  -0.2458
C 0.839 0.998 -0.801  -0.2347
H -5.067 2.871 0.079  0.2317
H -4.286 1.283 -0.072  0.2025
H -3.636 2.673 -0.973  0.2451
H -2.997 3.809 3.990  0.2128
H -0.616 3.138 2.856  0.2285
H -0.578 0.844 2.232  0.2410
H 1.145 0.631 1.825  0.2026
H 0.034 -1.589 1.889  0.2444
H -1.203 -1.015 0.741  0.1857
H 1.915 -3.792 -3.075  0.2510
H 4.515 -3.834 -3.501  0.2428
H 1.276 -0.791 -1.951  0.2240
H -0.449 -0.558 -1.591  0.2036
H 0.637 1.660 -1.645  0.2569
H 1.879 1.105 -0.479  0.2006

**HOMO energy**: -0.3469 hartree
**DFT total energy**: -4319.49225 a.u.
**LUMO**: 0.05 eV
**Gap between HOMO and LUMO**: 9.5 eV



ORCA calculation (wB97M-V/def2-TZVPD) on a molecular structure, C13H15Cl5O3PdS4 in a non-equilibrium geometry.

Last column: Mulliken spin population.
Cartesian coordinates (Å):
Pd -0.504 0.474 -0.027  0.6456
C 0.760 1.213 -3.238  -0.0002
C -0.072 2.402 -2.749  0.0015
S -0.308 2.676 -0.975  0.0548
C 1.300 3.290 -0.413  0.0006
C 2.492 2.344 -0.521  -0.0011
S 2.235 0.865 0.503  0.0475
C 2.866 -0.492 -0.506  -0.0099
C 2.355 -0.689 -1.940  0.0014
S 0.605 -0.341 -2.297  0.0611
H 1.813 1.477 -3.276  0.0004
H 0.453 0.996 -4.261  -0.0012
H -1.095 2.318 -3.118  -0.0013
H 0.340 3.322 -3.167  0.0027
H 1.125 3.543 0.636  -0.0007
H 1.505 4.223 -0.940  0.0026
H 3.373 2.876 -0.158  0.0017
H 2.687 2.056 -1.551  -0.0009
H 2.606 -1.357 0.104  0.0068
H 3.955 -0.436 -0.540  0.0033
H 2.520 -1.732 -2.207  0.0003
H 2.939 -0.093 -2.640  0.0011
C 1.098 -2.313 3.593  0.9395
S -1.085 1.373 3.088  0.0186
O -1.404 2.257 4.418  -0.0025
O -2.026 1.630 2.039  0.0068
O -0.292 2.725 3.536  0.0000
H -1.050 -2.068 3.226  0.0135
H 1.645 -3.141 3.119  0.0170
H 1.159 -1.133 1.574  -0.0552
Cl 0.034 -1.530 2.441  0.0918
C -0.894 -1.419 0.817  0.2145
C -2.014 -2.157 0.702  -0.0510
C -3.159 -1.725 -0.129  -0.0183
Cl -3.224 -0.295 -1.071  0.0117
C -4.208 -2.532 0.100  -0.0028
Cl -5.762 -2.426 -0.588  -0.0002
C -3.799 -3.571 1.039  0.0008
Cl -4.813 -4.844 1.539  -0.0005
C -2.515 -3.368 1.391  -0.0011
Cl -1.644 -4.397 2.446  0.0011

**HOMO energy (alpha / beta)**: -0.2679 / -0.2677 hartree
**DFT total energy**: -4751.07653 a.u.
**2S+1**: 3
**LUMO (alpha / beta)**: -0.46 / -0.41 eV
**Gap between HOMO and LUMO (alpha / beta)**: 6.8 / 6.9 eV



ORCA calculation (wB97M-V/def2-TZVPD) on a single C13H15ClN2O2 molecule in a non-equilibrium geometry.

Last column: natural (NBO) charge in e.
Cartesian coordinates (Å):
O -2.123 1.157 -0.215  -0.5756
C -1.187 1.205 -1.046  0.7595
O -0.612 0.059 -1.608  -0.3268
N -0.924 -1.125 -0.798  -0.3279
C -0.020 -1.845 -0.016  0.4209
N 1.109 -1.271 0.229  -0.5066
C 2.167 -1.980 1.000  -0.2457
C 1.802 -2.074 2.569  -0.4097
C 0.754 -3.173 2.963  -0.4010
C -0.596 -3.100 2.145  -0.3933
C -0.455 -3.143 0.611  -0.4747
C -1.011 2.516 -1.687  -0.1642
C -0.405 2.599 -2.950  -0.1496
C -0.079 3.893 -3.470  -0.2594
C -0.335 5.001 -2.646  0.0546
Cl -0.119 6.700 -3.274  -0.0480
C -0.939 4.958 -1.393  -0.2652
C -1.089 3.713 -0.873  -0.1221
H -1.929 -1.400 -0.707  0.3975
H 2.422 -2.990 0.731  0.1734
H 3.090 -1.357 0.834  0.2024
H 2.670 -2.167 3.165  0.2054
H 1.387 -1.092 2.695  0.2030
H 1.177 -4.192 3.016  0.2015
H 0.535 -2.860 4.056  0.2115
H -1.133 -3.968 2.504  0.2155
H -1.123 -2.099 2.414  0.2130
H -1.460 -3.392 0.157  0.2119
H 0.181 -3.900 0.285  0.2318
H -0.130 1.778 -3.635  0.2428
H 0.440 4.094 -4.440  0.2438
H -0.939 5.882 -0.822  0.2428
H -1.123 3.574 0.205  0.2388

**HOMO energy**: -0.3211 hartree
**DFT total energy**: -1224.43762 a.u.
**LUMO**: -0.02 eV
**Gap between HOMO and LUMO**: 8.7 eV



What is the DFT total energy in the first record? -2043.63441 a.u.



Look up the DFT total energy of the fifth one. -5966.80763 a.u.



The lowest DFT total energy belongs to which entry? C13H15Br2N3O2